Entry 1:
The following is a quantum chemistry calculation of a single C5H9N3 molecule at a distorted geometry, from the OMol25 dataset.

**Charge**: 0
**Gap between HOMO and LUMO**: 0.346 Ha
**HOMO level**: -8.356 eV
**Structure (SMILES)**: C1=N[C@@H]2CC[C@H]2NN1

Each line ends with the Mulliken charge.
Element x y z (Å)
C: 1.71 -0.72 -0.15  -0.604
C: 1.61 0.90 -0.01  -0.827
C: 0.16 0.73 0.48  0.199
C: -1.89 0.84 -0.15  0.000
C: 0.20 -0.63 -0.36  -0.358
H: 2.44 -1.12 -0.92  0.273
H: 1.97 -1.17 0.83  0.260
H: 1.59 1.30 -0.95  0.338
H: 2.32 1.19 0.73  0.347
H: 0.04 0.54 1.55  0.396
H: -2.84 1.33 -0.48  0.352
H: -2.80 -1.03 -0.55  0.311
H: -0.74 -1.57 1.15  0.351
H: 0.09 -0.25 -1.31  0.435
N: -0.84 1.55 -0.08  -0.715
N: -2.10 -0.49 0.09  -0.246
N: -0.94 -1.40 0.12  -0.511


Entry 2:
The following is a quantum chemistry calculation of a single C5H9N3 molecule at a distorted geometry, from the OMol25 dataset.

**Charge**: 0
**Gap between HOMO and LUMO**: 0.352 Ha
**HOMO level**: -8.758 eV
**Structure (SMILES)**: NCCc1cc[nH]n1

Each line ends with the Mulliken charge.
Element x y z (Å)
C: -1.99 0.15 0.59  -0.357
C: -0.94 1.14 -0.10  -0.759
C: 0.33 0.43 0.04  0.620
C: 1.61 1.07 -0.05  -0.410
C: 2.40 -0.07 -0.16  -0.556
H: -1.71 -0.99 -1.22  0.300
H: -3.08 -1.29 0.11  0.268
H: -2.85 0.70 1.03  0.378
H: -1.38 -0.71 1.38  0.283
H: -0.66 2.13 0.40  0.273
H: -1.13 1.72 -1.18  0.243
H: 2.35 2.06 0.23  0.199
H: 3.37 -0.03 -0.41  0.524
H: 1.95 -2.08 0.52  0.293
N: -2.68 -0.57 -0.57  -0.671
N: 1.57 -1.14 -0.01  -0.204
N: 0.36 -0.84 0.19  -0.424


Entry 3:
The following is a quantum chemistry calculation of 2 unconnected molecules or ions with the total composition C5H9N3 at a distorted geometry, from the OMol25 dataset.

**Charge**: 0
**Gap between HOMO and LUMO**: 0.261 Ha
**HOMO level**: -7.620 eV

Each line ends with the Mulliken charge.
Element x y z (Å)
C: -0.85 -0.64 1.37  -0.629
C: 0.11 -1.25 2.16  -0.583
C: -0.05 0.05 0.39  0.197
C: 1.25 -0.30 0.46  0.086
C: -1.90 0.66 -2.02  -0.456
N: 1.38 -1.07 1.57  -0.051
N: 2.34 -0.04 -0.35  -0.562
N: -0.65 1.29 -1.68  -0.467
H: -1.83 -0.57 1.56  0.515
H: 0.10 -1.73 3.17  0.329
H: -1.65 0.08 -3.00  0.201
H: -2.38 0.15 -1.15  0.155
H: -2.70 1.53 -2.39  0.244
H: 2.29 -1.15 1.96  0.223
H: 3.22 0.27 0.11  0.241
H: 1.96 0.64 -1.10  0.314
H: -0.64 2.07 -1.07  0.243


Entry 4:
The following is a quantum chemistry calculation of a molecular structure, C5H9N3 at a distorted geometry, from the OMol25 dataset.

**Charge**: 0
**Gap between HOMO and LUMO**: 0.322 Ha
**HOMO level**: -8.195 eV

Each line ends with the Mulliken charge.
Element x y z (Å)
C: 1.33 0.13 0.60  -0.101
C: 0.87 1.59 -0.13  -0.269
C: -2.04 0.17 -0.41  -0.383
C: -1.10 -1.06 -0.16  -0.800
C: -0.27 -0.24 0.76  0.067
H: 1.78 -1.68 -0.62  0.268
H: 3.21 -0.15 -0.45  0.249
H: 1.77 0.24 1.51  0.397
H: 1.49 2.28 -0.56  0.474
H: -2.33 0.39 -1.53  0.329
H: -2.87 -0.33 0.30  0.225
H: -1.30 -2.19 0.17  0.279
H: -0.59 -1.21 -1.14  0.314
H: -0.42 -0.37 1.91  0.167
N: 2.12 -0.41 -0.51  -0.629
N: -0.45 1.91 -0.18  -0.719
N: -1.18 0.92 0.46  0.130


Entry 5:
The following is a quantum chemistry calculation of a single C5H9N3 molecule at a distorted geometry, from the OMol25 dataset.

**Charge**: 0
**Gap between HOMO and LUMO**: 0.328 Ha
**HOMO level**: -8.564 eV
**Structure (SMILES)**: C#C/C(=N/C)N(C)N

Each line ends with the Mulliken charge.
Element x y z (Å)
C: -1.07 1.95 -0.08  -0.680
C: -0.62 -0.23 0.56  0.694
C: -0.75 -1.41 1.21  -0.216
C: -0.89 -2.67 1.39  -0.212
C: 1.37 0.76 -0.28  -1.072
H: -2.00 2.35 -0.52  0.338
H: -0.54 1.46 -1.16  0.245
H: -0.43 2.71 0.37  0.205
H: -1.29 -3.78 1.62  0.316
H: 2.22 0.36 0.31  0.376
H: 1.86 1.11 -1.20  0.337
H: 1.18 1.60 0.36  0.394
H: 1.22 -1.84 -0.37  0.265
H: -0.11 -1.74 -1.33  0.302
N: -1.36 0.75 0.73  -0.601
N: 0.37 -0.18 -0.45  0.278
N: 0.85 -1.22 -1.16  -0.968


Entry 6:
The following is a quantum chemistry calculation of a single C5H9N3 molecule at a distorted geometry, from the OMol25 dataset.

**Charge**: 0
**Gap between HOMO and LUMO**: 0.323 Ha
**HOMO level**: -7.871 eV
**Structure (SMILES)**: C=C1NC=N[C@H]1CN

Each line ends with the Mulliken charge.
Element x y z (Å)
C: 0.05 0.99 -1.47  -0.799
C: -0.58 0.51 -0.24  0.520
C: -0.53 0.13 2.03  -0.050
C: -0.23 -0.90 0.05  0.305
C: 0.13 -1.82 -0.93  -0.699
H: 1.84 1.14 -2.38  0.255
H: 1.76 1.66 -0.67  0.197
H: -0.21 0.24 -2.22  0.381
H: -0.09 2.01 -2.15  0.278
H: -1.59 0.19 -0.59  0.207
H: -0.72 0.15 3.17  0.313
H: 0.52 -1.71 2.02  0.153
H: 0.33 -2.87 -0.42  0.213
H: -0.01 -1.50 -2.01  0.184
N: 1.45 1.03 -1.35  -0.503
N: -0.70 1.09 1.05  -0.777
N: -0.02 -1.08 1.53  -0.179


Entry 7:
The following is a quantum chemistry calculation of a single C5H9N3 molecule at a distorted geometry, from the OMol25 dataset.

**Charge**: 0
**Gap between HOMO and LUMO**: 0.356 Ha
**HOMO level**: -8.880 eV
**Structure (SMILES)**: CC1=NN2C[C@@H]2[C@H]1N

Each line ends with the Mulliken charge.
Element x y z (Å)
C: 0.10 1.43 -1.73  -1.048
C: -0.27 0.44 -0.68  0.560
C: -1.48 -0.82 1.61  -0.470
C: -0.23 -1.22 0.94  -0.272
C: 0.61 -0.05 0.47  0.114
H: 0.97 2.06 -1.39  0.295
H: 0.47 0.87 -2.60  0.261
H: -0.75 2.07 -2.05  0.329
H: -1.63 0.23 1.87  0.249
H: -1.86 -1.55 2.30  0.262
H: 0.25 -2.14 1.29  0.426
H: 0.73 0.72 1.29  0.310
H: 2.38 0.52 -0.15  0.288
H: 1.79 -0.84 -0.82  0.324
N: -1.47 -0.14 -0.67  -0.567
N: -1.56 -1.22 0.24  -0.374
N: 1.96 -0.36 0.06  -0.689


Entry 8:
The following is a quantum chemistry calculation of a single C5H9N3 molecule at a distorted geometry, from the OMol25 dataset.

**Charge**: 0
**Gap between HOMO and LUMO**: 0.350 Ha
**HOMO level**: -8.613 eV
**Structure (SMILES)**: C=NC(=C)/C(N)=N\C

Each line ends with the Mulliken charge.
Element x y z (Å)
C: -1.03 -1.82 0.23  -0.632
C: -0.05 0.24 1.01  0.546
C: -0.14 0.89 -0.32  0.390
N: 0.43 0.94 2.09  -0.469
C: 1.91 0.31 -1.29  -0.130
C: -1.22 1.12 -1.06  -0.861
N: -0.65 -0.88 1.27  -0.665
N: 1.29 1.25 -0.69  -0.474
H: 1.11 1.65 1.86  0.274
H: 0.69 0.33 2.85  0.309
H: -0.27 -1.91 -0.55  0.159
H: -1.17 -2.81 0.68  0.294
H: -1.98 -1.54 -0.23  0.241
H: 1.46 -0.69 -1.46  0.148
H: 2.94 0.47 -1.65  0.272
H: -2.20 0.80 -0.73  0.295
H: -1.13 1.65 -2.00  0.304


Entry 9:
The following is a quantum chemistry calculation of a single C5H9N3 molecule at a distorted geometry, from the OMol25 dataset.

**Charge**: 0
**Gap between HOMO and LUMO**: 0.343 Ha
**HOMO level**: -8.279 eV
**Structure (SMILES)**: [H]/N=C/N(C=C)/N=C/C

Each line ends with the Mulliken charge.
Element x y z (Å)
C: 1.56 0.59 -2.70  -0.935
C: 0.61 0.01 -1.73  -0.067
C: -1.01 -1.05 0.52  -0.198
C: -0.39 -2.22 0.28  -0.687
C: -0.27 1.05 1.55  -0.065
H: 2.46 -0.02 -2.87  0.231
H: 1.90 1.48 -2.13  0.269
H: 1.18 0.76 -3.73  0.261
H: -0.04 -0.85 -1.97  0.426
H: -1.97 -1.05 1.06  0.329
H: -0.93 -3.15 0.46  0.249
H: 0.67 -2.28 -0.02  0.323
H: 0.47 1.78 1.38  0.413
H: -0.80 1.56 3.28  0.248
N: 0.49 0.58 -0.57  -0.571
N: -0.37 0.23 0.42  0.367
N: -0.97 0.85 2.58  -0.593


Entry 10:
The following is a quantum chemistry calculation of a single C5H9N3 molecule at a distorted geometry, from the OMol25 dataset.

**Charge**: 0
**Gap between HOMO and LUMO (spin up / spin down)**: 0.301 / 0.258 Ha
**HOMO level (spin up / spin down)**: -7.800 / -7.460 eV
**Structure (SMILES)**: [H]/N=C(/N)[C@@H](N)C=C=C

Each line ends with the Mulliken charge.
Element x y z (Å)
C: 0.16 1.11 0.27  0.153
C: 0.66 -1.76 0.14  0.084
N: 0.19 1.60 1.54  -0.452
N: -1.37 0.52 -1.54  -0.747
C: -0.52 -1.31 -0.19  -0.393
C: -0.96 0.12 -0.18  0.434
C: 1.85 -2.16 0.45  -0.947
N: 1.07 1.51 -0.56  -0.733
H: -0.69 1.70 2.03  0.235
H: 0.81 2.40 1.63  0.297
H: 0.88 1.03 -1.46  0.347
H: -2.31 0.17 -1.71  0.268
H: -1.44 1.54 -1.56  0.253
H: -1.26 -2.04 -0.51  0.322
H: -1.81 0.24 0.51  0.296
H: 2.09 -3.22 0.52  0.272
H: 2.64 -1.43 0.62  0.311


These records have electronic energy values of -9797.83194, -9795.80073, -9795.53352, -9794.71635, -9795.02856, -9796.97530, -9798.61548, -9799.19315, -9798.77563, -9797.11693 eV, in the order they appear.